Arrangement 1

33
Properties=species:S:1:pos:R:3:lowdin_charge:R:1 method="wB97M-V/def2-TZVPD" charge=+1 e_homo_ev=-12.46 orbital_gap_ev=10.29
K 6.932 -25.483 -2.451 0.9052
C 9.200 -25.674 -5.455 -0.8362
O 8.257 -25.527 -4.756 -0.0164
N 9.333 -25.475 -6.715 0.1752
N 10.191 -26.389 -5.129 0.1738
H 10.156 -25.662 -7.270 0.1262
H 8.694 -24.841 -7.173 0.1316
H 10.974 -26.260 -5.753 0.1230
H 10.287 -26.846 -4.234 0.1363
C 3.456 -25.990 -4.246 -0.7268
O 4.390 -25.264 -3.865 -0.0286
N 2.247 -25.935 -3.711 0.1618
N 3.549 -27.105 -4.943 0.1537
H 1.598 -26.333 -4.374 0.1098
H 1.958 -25.291 -2.989 0.1313
H 4.489 -27.338 -5.230 0.1273
H 2.771 -27.702 -5.183 0.1210
C 7.129 -22.896 0.254 -0.7555
O 7.332 -24.049 -0.124 -0.0538
N 6.065 -22.506 0.862 0.1720
N 7.927 -21.859 0.050 0.1693
H 5.695 -21.580 0.701 0.1252
H 5.441 -23.251 1.138 0.1294
H 8.720 -22.052 -0.545 0.1203
H 7.710 -20.928 0.377 0.1191
C 4.360 -27.778 -1.097 -0.7714
O 4.769 -26.632 -1.227 -0.0439
N 4.709 -28.401 -0.069 0.1786
N 3.544 -28.508 -1.872 0.1856
H 4.217 -29.263 0.118 0.1251
H 5.119 -27.821 0.650 0.1426
H 3.361 -28.094 -2.775 0.0736
H 3.170 -29.394 -1.566 0.1157



Arrangement 2

33
Properties=species:S:1:pos:R:3:lowdin_charge:R:1 method="wB97M-V/def2-TZVPD" charge=+1 e_homo_ev=-10.77 orbital_gap_ev=7.90
K -0.636 -0.766 0.375 1.1576
C 0.436 1.348 0.687 -0.6301
O -0.600 1.169 1.376 -0.0851
N 0.650 2.300 -0.227 0.1985
N 1.529 0.711 0.970 0.1495
H 1.420 2.163 -0.866 0.1140
H -0.013 2.986 -0.560 0.1302
H 2.351 1.016 0.467 0.1409
H 1.549 -0.022 1.664 -0.0525
C 0.054 -0.439 -2.236 -0.7703
O -0.556 -0.039 -1.263 -0.2042
N 0.483 -1.622 -2.367 0.2184
N 0.265 0.290 -3.259 0.2164
H 0.345 -2.277 -1.610 0.1171
H 1.352 -1.659 -2.881 0.1386
H -0.285 1.130 -3.156 0.1445
H 0.711 -0.087 -4.083 0.1369
C -2.910 0.566 0.221 -0.6984
O -2.281 -0.466 -0.037 -0.2728
N -2.654 1.367 1.165 0.1899
N -3.753 1.054 -0.668 0.1782
H -2.935 2.335 1.096 0.1417
H -1.863 1.133 1.748 0.0288
H -3.989 0.536 -1.502 0.1179
H -4.326 1.882 -0.593 0.1125
C 1.528 -1.547 1.847 -0.6943
O 0.587 -0.782 1.736 -0.2279
N 2.586 -1.206 2.552 0.2127
N 1.676 -2.729 1.375 0.2389
H 3.286 -1.853 2.888 0.1429
H 2.557 -0.238 2.836 0.1419
H 2.445 -3.324 1.647 0.1457
H 0.991 -2.927 0.659 0.1216



The calculated energies rank the structures as follows, beginning with the most stable: arrangement 1, arrangement 2.



Arrangement 1

14
Properties=species:S:1:pos:R:3:lowdin_charge:R:1 method="wB97M-V/def2-TZVPD" charge=0 e_homo_ev=-8.61 orbital_gap_ev=9.12 smiles=CSS.CN
C 0.980 0.585 3.132 -0.5083
S -0.238 0.755 1.799 0.3468
S 0.715 2.247 0.704 0.2971
H 0.968 1.451 3.790 0.0286
H 0.726 -0.332 3.649 0.0222
H 1.981 0.482 2.705 0.0244
H -0.335 3.071 0.698 -0.2111
C -0.361 -3.090 -4.269 -0.2109
N -1.648 -3.187 -3.632 -0.0803
H 0.131 -4.058 -4.438 0.0710
H -0.490 -2.682 -5.277 0.0580
H 0.291 -2.440 -3.688 0.0634
H -1.857 -2.360 -3.103 0.0502
H -2.031 -4.046 -3.293 0.0488



Arrangement 2

14
Properties=species:S:1:pos:R:3:lowdin_charge:R:1 method="wB97M-V/def2-TZVPD" charge=0 e_homo_ev=-8.99 orbital_gap_ev=8.99 smiles=CSS.CN
C -0.839 -3.626 1.388 -0.6144
S -0.358 -2.948 -0.160 0.4035
S -2.009 -1.457 -0.190 0.2881
H -1.956 -3.653 1.435 0.0148
H -0.420 -4.676 1.475 0.0456
H -0.490 -3.045 2.296 0.0484
H -2.876 -2.188 -0.975 -0.1892
C 1.705 3.337 -0.988 -0.2532
N 0.907 2.401 -0.247 -0.0838
H 2.653 3.002 -1.457 0.0647
H 1.191 3.678 -1.879 0.0419
H 1.730 4.459 -0.654 0.0975
H 0.046 2.141 -0.781 0.0771
H 0.715 2.576 0.738 0.0589



The calculated energies rank the structures as follows, beginning with the most stable: arrangement 1, arrangement 2.



Arrangement 1

14
Properties=species:S:1:pos:R:3:lowdin_charge:R:1 method="wB97M-V/def2-TZVPD" charge=0 e_homo_ev=-8.98 orbital_gap_ev=9.09 smiles=CCN.SS
C 0.251 1.511 1.630 -0.1320
C -0.213 0.137 2.115 -0.3343
N 0.450 -0.702 3.240 -0.0679
H 0.543 2.300 2.346 0.0728
H -0.576 1.990 1.074 0.0673
H 1.084 1.376 0.990 0.0365
H -0.191 -0.428 1.148 0.0233
H -1.207 0.257 2.531 0.0883
H 1.554 -0.704 3.095 0.0969
H 0.003 -1.664 3.131 0.0679
S 0.174 0.664 -2.186 0.2355
S -0.469 -1.156 -1.379 0.2442
H -0.533 1.516 -1.385 -0.2011
H 0.677 -1.750 -1.041 -0.1975



Arrangement 2

14
Properties=species:S:1:pos:R:3:lowdin_charge:R:1 method="wB97M-V/def2-TZVPD" charge=0 e_homo_ev=-9.08 orbital_gap_ev=9.77 smiles=CSS.CN
C -2.204 -1.140 2.077 -0.4772
S -0.998 -0.455 0.917 0.3204
S -1.974 0.137 -0.728 0.2705
H -1.738 -1.126 3.057 0.0267
H -2.455 -2.147 1.781 0.0197
H -3.143 -0.592 2.094 0.0307
H -2.102 1.462 -0.510 -0.1946
C 3.715 0.140 -1.633 -0.1992
N 4.131 1.146 -0.655 -0.0788
H 2.633 0.011 -1.593 0.0637
H 4.105 -0.818 -1.305 0.0621
H 3.933 0.377 -2.664 0.0568
H 5.050 1.493 -0.885 0.0466
H 3.493 1.933 -0.587 0.0524



The calculated energies rank the structures as follows, beginning with the most stable: arrangement 2, arrangement 1.



Arrangement 1

12
Properties=species:S:1:pos:R:3:lowdin_charge:R:1 method="wB97M-V/def2-TZVPD" charge=-1 e_homo_ev=-2.72 orbital_gap_ev=6.68 smiles="O=CNCC[O-]"
O 1.556 -2.555 0.932 -0.0513
C 0.972 -1.838 0.133 -0.4237
N 0.642 -0.554 0.300 0.0056
C -0.154 0.283 -0.615 -0.1838
C -0.910 1.428 0.180 -0.5536
O -0.731 2.633 -0.359 -0.3616
H 0.653 -2.208 -0.858 0.1210
H 0.827 -0.129 1.207 0.1249
H -0.883 -0.360 -1.093 0.0904
H 0.508 0.848 -1.271 0.0948
H -0.498 1.347 1.225 0.0667
H -1.983 1.105 0.217 0.0706



Arrangement 2

12
Properties=species:S:1:pos:R:3:lowdin_charge:R:1 method="wB97M-V/def2-TZVPD" charge=-1 e_homo_ev=-3.12 orbital_gap_ev=7.16 smiles="CC(=O)NC[O-]"
C 0.093 1.831 0.308 -0.0451
C -0.555 0.426 0.347 -0.6428
O -1.747 0.190 0.327 -0.0122
N 0.384 -0.553 0.454 0.0427
C 0.016 -1.943 -0.533 -0.4720
O 1.028 -2.671 -0.761 -0.2570
H -0.665 2.600 0.489 0.0587
H 0.557 2.059 -0.647 0.0606
H 0.843 1.876 1.093 0.0569
H 1.313 -0.198 0.287 0.0665
H -0.858 -2.226 0.059 0.0661
H -0.409 -1.391 -1.421 0.0776



Arrangement 3

12
Properties=species:S:1:pos:R:3:lowdin_charge:R:1 method="wB97M-V/def2-TZVPD" charge=-1 e_homo_ev=-4.08 orbital_gap_ev=8.40
C -1.414 0.344 -1.309 -0.0598
C -1.109 -0.425 -0.282 -0.3312
N -0.988 0.031 1.041 0.0309
H -1.410 1.423 -1.216 0.0368
H -1.533 -0.066 -2.296 0.0249
H -1.112 -1.505 -0.374 0.0991
H -0.486 0.914 1.019 0.0724
H -0.384 -0.606 1.547 0.0627
O 2.274 -0.128 1.715 -0.1445
C 2.100 -0.037 0.489 -0.7352
O 1.830 -0.923 -0.345 -0.1422
H 2.231 0.978 0.011 0.0861



The calculated energies rank the structures as follows, beginning with the most stable: arrangement 3, arrangement 2, arrangement 1.



Arrangement 1

10
Properties=species:S:1:pos:R:3:lowdin_charge:R:1 method="wB97M-V/def2-TZVPD" charge=0 e_homo_ev=-10.28 orbital_gap_ev=11.40 smiles="C=N.C"
C -2.789 0.958 -2.435 -0.1660
N -2.756 2.216 -2.449 0.0193
H -3.188 0.450 -1.551 0.0519
H -2.526 0.183 -3.162 0.0601
H -2.268 2.537 -3.284 0.0347
C 2.745 -1.213 2.523 -0.0550
H 3.633 -1.132 3.130 0.0087
H 1.983 -1.000 3.292 0.0206
H 2.440 -2.256 2.383 0.0129
H 2.727 -0.743 1.554 0.0128



Arrangement 2

10
Properties=species:S:1:pos:R:3:lowdin_charge:R:1 method="wB97M-V/def2-TZVPD" charge=0 e_homo_ev=-10.35 orbital_gap_ev=11.23 smiles="C=N.C"
C 2.779 -0.338 0.391 -0.1474
N 2.677 -0.976 -0.706 0.0049
H 3.597 -0.611 1.053 0.0528
H 2.215 0.580 0.559 0.0581
H 1.888 -0.571 -1.228 0.0315
C -2.620 0.387 0.019 -0.0527
H -2.169 1.372 -0.058 0.0110
H -1.891 -0.400 -0.175 0.0120
H -3.171 0.387 0.953 0.0139
H -3.304 0.169 -0.808 0.0158



The calculated energies rank the structures as follows, beginning with the most stable: arrangement 2, arrangement 1.



Arrangement 1

10
Properties=species:S:1:pos:R:3:lowdin_charge:R:1 method="wB97M-V/def2-TZVPD" charge=0 e_homo_ev="-9.09 / -8.73" orbital_gap_ev="8.89 / 7.71"
C -1.745 0.110 0.505 -0.2668
C 0.724 0.712 0.195 -0.1520
C -0.376 -0.130 0.891 -0.0682
C 0.877 -0.243 -1.000 -0.1008
N -2.914 0.172 0.328 0.1230
F 1.750 -1.205 -0.950 0.0578
H 0.256 1.642 -0.105 0.1149
H 1.633 0.748 0.675 0.0794
H -0.248 -1.182 1.057 0.0903
H 0.043 -0.623 -1.596 0.1224



Arrangement 2

10
Properties=species:S:1:pos:R:3:lowdin_charge:R:1 method="wB97M-V/def2-TZVPD" charge=0 e_homo_ev=-10.41 orbital_gap_ev=10.83
N -2.483 1.078 -0.568 0.1561
C -1.758 0.227 -0.323 -0.2229
C -0.840 -0.880 -0.086 -0.0825
C 0.397 -0.679 0.315 -0.0587
C 1.157 0.609 0.118 -0.1717
F 0.499 1.201 -0.946 -0.0550
H -1.270 -1.857 -0.109 0.1014
H 0.913 -1.490 0.744 0.0952
H 1.191 1.295 0.979 0.1291
H 2.193 0.495 -0.125 0.1090



Arrangement 3

10
Properties=species:S:1:pos:R:3:lowdin_charge:R:1 method="wB97M-V/def2-TZVPD" charge=0 e_homo_ev="-7.83 / -8.97" orbital_gap_ev="6.57 / 8.05"
C -0.677 -0.528 0.043 -0.2062
C 0.407 0.181 0.459 -0.0278
C -2.572 1.059 0.166 -0.1088
C 1.792 -0.279 0.180 -0.1697
N -1.783 0.195 0.015 0.0811
F -3.104 1.954 -0.666 0.0702
H -0.822 -1.593 -0.391 0.1524
H 2.625 -0.056 0.984 0.1048
H 2.066 0.344 -0.594 0.0321
H 2.070 -1.278 -0.195 0.0720



The calculated energies rank the structures as follows, beginning with the most stable: arrangement 2, arrangement 1, arrangement 3.